52
Properties=species:S:1:pos:R:3:forces:R:3 method="wB97M-V/def2-TZVPD" total_charge=0 relative_energy_kcal_mol=5.1 homo_ev="-8.05 / -7.83" multiplicity=2 gap_ev="8.38 / 7.48" total_energy_ev=-41442.1369 lumo_ev="0.3 / -0.3"
Ru -0.1174 -0.3180 -0.5796 -0.1 -0.2 0.2
O 3.2612 -2.6967 -1.1337 0.0 0.1 0.0
C 2.4140 -1.9998 -0.3853 0.1 -0.1 0.1
O 1.9505 -0.9452 -0.7711 -0.1 0.0 -0.2
C 2.2070 -2.6374 0.9633 0.1 0.0 0.0
O 1.4039 -1.8627 1.7910 -0.1 0.0 -0.1
C 0.1980 -2.4875 2.1979 0.1 0.0 0.1
C -0.8377 -2.7470 1.1038 -0.1 0.1 0.0
O -1.8015 -3.4262 1.4099 0.1 0.0 0.0
O -0.6373 -2.2309 -0.0644 0.0 -0.1 0.0
H 3.3418 -2.2475 -1.9899 0.0 0.0 0.0
H 1.8311 -3.6536 0.8095 0.0 0.0 0.0
H 3.2100 -2.7252 1.3977 0.0 -0.1 0.0
H 0.4015 -3.4451 2.6864 0.0 0.0 0.0
H -0.2516 -1.8269 2.9388 0.0 0.0 0.0
C -2.4435 1.4630 -1.0872 0.0 0.0 0.0
N -2.1858 0.0885 -0.6176 0.0 0.1 0.1
C -2.8149 -0.0805 0.7058 0.0 0.0 0.0
C -2.7797 -0.8840 -1.5759 -0.1 0.0 0.0
C -1.8802 -0.9667 -2.7674 0.0 0.0 0.0
C -2.3180 -1.2577 -4.0482 0.0 0.0 -0.1
C -1.3972 -1.3180 -5.0897 0.0 0.0 0.0
C -0.0545 -1.0660 -4.8434 0.0 0.0 0.0
C 0.3730 -0.7654 -3.5552 0.0 0.0 0.0
C -0.5296 -0.7310 -2.4974 0.1 0.0 0.0
H -3.5228 1.6380 -1.1458 0.0 0.0 0.0
H -1.9914 1.6049 -2.0651 0.0 0.0 0.0
H -2.0007 2.1690 -0.3885 0.0 0.0 0.0
H -3.8797 0.1679 0.6457 0.0 0.0 0.0
H -2.3264 0.5819 1.4181 0.0 0.0 0.0
H -2.7135 -1.1132 1.0297 0.0 0.0 0.0
H -3.7998 -0.5731 -1.8282 0.0 0.0 0.0
H -2.8174 -1.8477 -1.0669 0.0 0.0 0.0
H -3.3703 -1.4334 -4.2417 0.0 0.0 0.0
H -1.7314 -1.5455 -6.0939 0.0 0.0 0.0
H 0.6583 -1.0932 -5.6585 0.0 0.0 0.0
H 1.4188 -0.5383 -3.3776 0.0 0.0 0.0
O 0.4713 1.5624 -1.0872 0.0 0.0 -0.3
N 1.0418 2.2594 -0.1787 0.1 0.0 0.1
N 0.8799 1.8166 0.9963 0.0 0.0 0.3
O 0.1541 0.7514 1.2732 0.1 0.1 -0.1
C 1.4583 2.5416 2.0992 -0.1 -0.1 -0.1
C 1.9815 3.8135 1.9170 0.0 0.0 0.0
C 2.5292 4.4684 3.0069 0.0 0.0 0.0
C 2.5511 3.8632 4.2577 0.0 0.0 0.0
C 2.0230 2.5920 4.4169 0.0 0.0 0.0
C 1.4719 1.9201 3.3344 0.0 0.0 0.1
H 1.9559 4.2754 0.9416 0.0 0.0 0.0
H 2.9372 5.4620 2.8774 0.0 0.0 0.0
H 2.9789 4.3837 5.1041 0.0 0.0 0.0
H 2.0387 2.1139 5.3872 0.0 0.0 0.0
H 1.0603 0.9266 3.4287 0.0 0.0 0.0

93
Properties=species:S:1:pos:R:3:forces:R:3 method="wB97M-V/def2-TZVPD" total_charge=-1 relative_energy_kcal_mol=0.0 homo_ev="-2.55 / -4.25" multiplicity=4 gap_ev="4.48 / 6.18" total_energy_ev=-102002.7144 lumo_ev="1.9 / 1.9"
Co 0.0597 -0.0666 -0.0289 0.5 0.6 0.5
O 1.8671 0.4327 1.4019 0.1 -0.3 -0.3
C 1.9048 1.0112 2.4735 -0.3 0.2 0.2
C 0.8219 1.7290 3.0977 0.0 -0.1 -0.2
C 1.0415 2.2473 4.3654 0.2 0.0 0.3
C 0.0561 2.9422 5.0178 -0.2 0.2 0.2
C -1.2020 3.1521 4.3964 0.2 0.1 0.3
C -1.4396 2.6705 3.1508 0.1 -0.1 -0.1
C -0.4412 1.9220 2.4218 0.1 0.0 0.2
O -0.6811 1.4949 1.2722 0.2 0.2 -0.1
N 0.3070 3.4716 6.3492 -0.1 -0.3 -0.7
O -0.5853 4.0794 6.9012 -0.7 0.4 0.2
O 1.3939 3.2931 6.8618 0.6 -0.2 0.1
H 2.8497 0.9967 3.0440 0.1 0.0 0.1
H 2.0000 2.1001 4.8538 -0.1 0.0 0.0
H -1.9609 3.6985 4.9415 0.0 0.0 0.0
H -2.3956 2.8180 2.6627 0.0 0.0 0.0
C 2.1524 6.2795 -12.1097 0.2 -0.1 0.0
O 3.1084 5.4620 -11.4495 -0.1 0.3 -0.4
C 2.7326 4.9329 -10.2601 -0.1 0.0 0.1
C 3.6550 4.1074 -9.6342 0.2 -0.2 0.2
C 3.3504 3.5316 -8.4122 0.2 -0.1 -0.1
C 2.1261 3.7606 -7.7865 -0.1 -0.2 0.4
C 1.2161 4.5869 -8.4282 -0.2 0.1 -0.1
C 1.5072 5.1748 -9.6567 -0.2 -0.1 0.3
C 1.7730 3.1609 -6.4762 0.1 0.1 -0.3
N 0.6544 3.3537 -5.8303 -0.4 0.0 0.2
C 0.7597 2.6050 -4.6706 -0.5 0.3 0.0
C 1.9596 1.9612 -4.6240 0.3 -0.2 0.1
N 2.5994 2.3257 -5.7844 0.5 -0.2 -0.1
C 2.3894 1.1174 -3.5362 0.0 0.1 -0.2
C 3.5988 0.4786 -3.4275 0.3 -0.2 0.0
C 3.8767 -0.3062 -2.2840 0.0 0.1 -0.2
C 2.9090 -0.4020 -1.3035 -0.1 0.1 -0.1
N 1.7226 0.2059 -1.3742 0.0 0.0 0.0
C 1.4347 0.9761 -2.4893 0.2 -0.5 0.5
C 0.1855 1.5980 -2.5238 -0.6 0.1 0.3
N -0.6664 1.3624 -1.4544 0.1 0.2 -0.3
C -1.8239 2.0400 -1.4181 0.3 -0.1 -0.1
C -2.2427 2.9034 -2.4068 0.1 0.1 -0.3
C -1.4129 3.1052 -3.5370 -0.3 0.0 0.2
C -0.2031 2.4637 -3.5947 0.1 0.0 -0.1
H 2.6041 6.5875 -13.0464 0.1 0.0 0.0
H 1.9099 7.1663 -11.5209 0.0 0.0 0.0
H 1.2324 5.7306 -12.3195 0.0 -0.1 0.0
H 4.6079 3.9283 -10.1224 -0.1 0.0 0.1
H 4.0937 2.8897 -7.9475 0.0 0.1 -0.1
H 0.2626 4.7662 -7.9426 0.1 0.0 -0.1
H 0.7704 5.8141 -10.1256 0.0 -0.1 0.1
H 3.5110 2.0265 -6.0713 0.1 0.0 0.0
H 4.3377 0.5746 -4.2201 0.0 0.0 0.1
H 4.8203 -0.8229 -2.1595 -0.1 0.1 -0.1
H 3.0989 -0.9933 -0.4118 -0.1 0.1 -0.1
H -2.4412 1.8877 -0.5387 0.1 0.1 -0.2
H -3.1917 3.4137 -2.2996 0.1 0.0 0.0
H -1.6996 3.7654 -4.3497 0.0 -0.1 0.1
C -4.7487 -2.7784 3.9978 0.0 0.1 0.0
C -4.0856 -1.8497 3.0041 0.1 -0.1 0.0
C -4.7828 -0.7785 2.4708 -0.1 0.1 0.0
C -4.1338 0.0621 1.5639 0.0 0.0 0.0
C -4.8387 1.2685 0.9825 0.1 0.0 0.0
C -2.8292 -0.1996 1.2027 0.1 -0.3 -0.2
C -2.0686 -1.2941 1.6924 0.2 -0.1 0.1
C -2.7634 -2.0961 2.6325 -0.1 0.2 0.1
N -0.7723 -1.4893 1.2373 0.0 -0.1 0.2
C 0.0306 -2.6351 1.7735 -0.3 0.1 -0.1
C 1.3982 -2.7405 1.0861 -0.1 0.1 -0.3
C -0.6595 -3.9869 1.4963 0.0 -0.1 0.0
C 0.3807 -2.4458 3.2658 0.0 0.1 0.0
H -5.7643 -2.4478 4.2283 0.1 0.0 0.0
H -4.1854 -2.8198 4.9348 0.0 0.0 -0.1
H -4.8060 -3.7980 3.6066 0.0 0.0 0.0
H -5.8151 -0.5905 2.7593 0.1 0.0 0.0
H -5.8939 1.2798 1.2649 0.1 0.0 0.0
H -4.7779 1.2793 -0.1109 0.0 0.0 0.1
H -4.3852 2.2000 1.3414 0.0 -0.1 0.0
H -2.3412 0.4760 0.5194 -0.2 -0.2 0.1
H -2.2916 -2.9391 3.1033 0.1 0.0 0.1
H 1.3047 -2.8762 0.0084 0.0 0.0 0.1
H 1.9167 -3.6154 1.4905 0.0 0.1 0.0
H 2.0147 -1.8663 1.2858 0.0 0.1 0.0
H -0.6427 -4.1720 0.4169 0.0 0.0 0.1
H -1.6984 -4.0228 1.8243 0.3 -0.1 -0.2
H -0.1129 -4.8007 1.9903 -0.1 0.1 -0.1
H 0.8415 -1.4607 3.3928 0.0 -0.1 0.0
H 1.1073 -3.2081 3.5763 -0.1 0.1 0.0
H -0.4640 -2.4963 3.9434 -0.2 0.0 0.0
C -2.1374 -1.4407 -1.6716 -0.2 0.2 0.2
C -0.6885 -1.4078 -1.2425 -0.9 -0.1 -0.4
O 0.0975 -2.1651 -1.6983 0.7 -0.6 -0.2
H -2.1839 -2.0138 -2.5942 0.0 0.0 -0.1
H -2.5444 -0.4416 -1.8194 0.0 -0.1 0.0
H -2.7173 -1.9348 -0.8915 0.0 0.0 0.0

176
Properties=species:S:1:pos:R:3:forces:R:3 method="wB97M-V/def2-TZVPD" total_charge=0 homo_ev=-7.78 gap_ev=7.16 total_energy_ev=-159386.8743 lumo_ev=-0.6
C 3.7947 -2.3939 -0.5273 0.1 -0.1 -0.6
C 4.4947 -3.5268 -1.5115 0.3 1.1 1.4
O 4.3299 -3.0430 -2.8931 -1.3 -2.5 0.5
C 3.7102 -4.0509 -3.7675 0.1 0.7 -1.8
C 2.8321 -3.2191 -4.9127 1.5 -0.6 0.6
O 1.3873 -3.4635 -4.7768 1.3 2.6 -1.6
C 0.7605 -2.4459 -5.6848 -0.3 -0.8 0.4
C -0.1457 -1.3346 -4.8724 -0.8 1.7 -1.5
C -1.0126 -0.6580 -6.1320 1.1 0.6 -0.4
C -2.2176 -1.6239 -6.6822 -0.3 -0.1 -1.0
C -3.7017 -0.9290 -6.7281 -0.8 -1.0 -0.6
C -4.7477 -1.5233 -5.5663 -0.2 -0.1 -0.8
C -5.8467 -0.4016 -5.0606 0.7 -0.5 0.3
C -6.0263 -0.5808 -3.4071 1.0 2.1 -2.4
O -7.1198 -1.5484 -3.2313 1.2 -0.3 4.6
C -7.2395 -2.0186 -1.8435 -5.8 -3.3 1.1
C -6.1179 -1.8800 -0.6566 1.3 0.1 -1.7
O -8.3847 -2.6793 -1.5270 7.0 4.0 -2.4
O -1.1905 -1.8378 -3.9197 -0.4 1.4 1.1
S -1.8627 -0.5224 -3.0056 -2.0 3.2 0.5
O -2.8689 0.4254 -3.7343 3.5 -4.1 2.2
O -2.3903 -0.9289 -1.5933 2.8 0.8 -5.6
O -0.4193 0.4219 -3.0783 -2.2 -2.2 -1.5
C 0.6526 -0.2377 -3.8940 0.1 -0.3 1.9
C 1.6237 -0.8363 -2.7007 0.4 -0.9 1.0
N 1.0677 -0.3388 -1.3498 2.1 -1.7 0.5
P 1.4290 1.2001 -4.8820 -0.5 0.1 -2.4
C 0.8149 2.9155 -4.3108 0.5 1.6 0.9
C 1.0694 3.2567 -2.7276 -1.4 0.6 1.0
C 3.3319 1.0874 -4.9943 2.2 0.7 0.7
C 4.1365 2.0311 -3.9019 0.4 -0.4 0.2
H 4.0119 -1.3434 -0.9950 -0.2 -1.9 0.9
H 2.6194 -2.5579 -0.5298 2.8 0.5 0.0
H 4.2079 -2.4439 0.5666 -0.8 0.1 -2.4
H 5.6588 -3.5855 -1.3133 -2.4 0.0 -0.3
H 3.9984 -4.5634 -1.2871 1.0 1.9 -0.8
H 3.0139 -4.8156 -3.2156 1.4 1.5 -0.9
H 4.5817 -4.5804 -4.3795 -1.9 0.7 1.5
H 3.1623 -3.5422 -5.9879 -0.6 0.5 1.9
H 3.1136 -2.0835 -4.7815 -0.7 -2.2 -0.1
H 0.1547 -3.0768 -6.4758 0.7 1.6 1.7
H 1.5830 -1.8564 -6.3181 -1.9 -1.0 1.6
H -1.3624 0.4513 -5.8707 0.6 -2.6 -0.4
H -0.2196 -0.5209 -7.0123 -1.7 -0.2 1.9
H -1.9408 -1.8885 -7.8120 -0.5 0.5 2.5
H -2.3239 -2.6505 -6.1265 0.4 2.0 -0.9
H -3.6088 0.2374 -6.7065 -0.3 -2.2 0.1
H -4.1932 -1.2671 -7.7622 1.1 1.1 2.1
H -4.0699 -1.9580 -4.7174 -1.5 1.0 -1.3
H -5.3875 -2.4403 -5.9808 1.8 2.0 0.7
H -5.4082 0.6481 -5.3580 -1.0 -1.9 1.0
H -6.8971 -0.5108 -5.6146 2.3 0.1 1.3
H -6.2901 0.5171 -3.0196 0.3 -2.6 -0.3
H -4.9797 -0.9349 -3.0212 -2.3 0.6 -0.4
H -6.3513 -2.4839 0.3213 -0.2 1.4 -2.2
H -5.1124 -2.3512 -1.0937 -2.1 1.1 0.9
H -5.8858 -0.7427 -0.4863 -0.5 -2.3 -0.1
H 1.6341 -2.0052 -2.6257 0.0 2.2 -0.8
H 2.7402 -0.4844 -2.7640 -2.2 -0.7 -0.4
H 1.9164 -0.1041 -0.7531 -1.4 -0.4 -1.0
H 0.6811 -1.2092 -0.8832 0.4 1.5 -0.6
H -0.3277 3.1172 -4.5842 2.6 -0.9 0.5
H 1.4240 3.7219 -4.9434 -1.2 -2.0 1.1
H 1.5810 4.3203 -2.5488 -0.9 -2.5 -0.5
H -0.0122 3.3644 -2.2343 2.4 -0.3 -0.9
H 1.6031 2.4007 -2.1177 -1.0 1.9 -1.4
H 3.7705 -0.0065 -4.8797 -1.4 2.1 -0.2
H 3.6971 1.4642 -6.0663 -1.2 -0.9 2.2
H 5.2334 1.6149 -3.7449 -2.2 1.0 -0.4
H 3.6176 2.0076 -2.8528 1.0 0.1 -2.1
H 4.2024 3.1365 -4.2840 -0.2 -2.1 0.8
C 1.2027 -5.2542 2.1820 0.0 0.0 0.2
N 2.1439 -4.4815 1.3273 0.7 0.6 -0.2
O 3.0746 -3.8976 1.8946 -1.4 -1.0 -0.9
O 1.9219 -4.4830 0.1108 0.2 -0.3 1.6
H 1.5174 -5.1653 3.2240 0.0 0.0 -0.3
H 0.2064 -4.8297 2.0425 0.2 -0.2 -0.1
H 1.2401 -6.2956 1.8555 0.0 0.3 0.0
C -1.2220 -5.3284 -4.0029 0.1 0.1 0.2
N -1.5910 -6.2995 -5.0680 -0.3 -0.6 -0.6
O -1.3000 -7.4861 -4.8777 -0.5 1.5 -0.5
O -2.1624 -5.8431 -6.0652 0.9 -0.8 1.3
H -0.7289 -5.8658 -3.1902 -0.1 0.0 -0.3
H -0.5458 -4.5944 -4.4460 -0.2 -0.1 0.1
H -2.1431 -4.8587 -3.6517 0.1 0.0 -0.2
C -4.7794 2.9395 -0.6278 0.3 0.0 0.2
N -5.9293 3.7049 -1.1804 -0.8 0.5 -0.4
O -6.1990 4.7864 -0.6452 0.2 -1.4 -0.9
O -6.5287 3.1983 -2.1361 0.7 0.9 1.4
H -4.3486 3.5006 0.2042 -0.2 -0.1 -0.2
H -5.1594 1.9744 -0.2864 0.1 0.1 -0.2
H -4.0486 2.8175 -1.4300 -0.2 -0.1 0.1
C -6.8048 -5.7786 -3.8988 -0.1 -0.3 0.1
N -5.3924 -5.3110 -3.9009 0.7 0.4 -0.1
O -4.6420 -5.7727 -3.0332 -0.6 0.8 -1.1
O -5.0768 -4.4937 -4.7735 -0.2 -1.3 1.5
H -6.9401 -6.4907 -3.0821 0.2 0.2 -0.2
H -7.4416 -4.9030 -3.7564 0.2 -0.1 -0.2
H -6.9954 -6.2559 -4.8623 0.1 0.3 0.2
C -2.7337 6.2449 2.5101 -0.3 0.2 0.0
N -2.3979 4.8045 2.3483 0.2 -0.8 -0.1
O -3.2542 3.9816 2.6925 1.3 0.8 -0.5
O -1.2842 4.5407 1.8802 -1.7 0.1 0.7
H -3.7383 6.3285 2.9299 0.3 -0.1 -0.1
H -1.9956 6.6814 3.1861 -0.1 -0.1 -0.2
H -2.6891 6.7067 1.5216 0.2 -0.1 0.2
C 5.6454 -1.4467 3.6721 -0.2 0.0 -0.3
N 6.0302 -0.4609 2.6263 0.1 0.7 -0.5
O 5.5974 -0.6499 1.4836 0.8 0.6 1.4
O 6.7560 0.4749 2.9822 -1.0 -1.2 -0.7
H 5.0095 -2.2110 3.2203 0.2 0.4 0.0
H 6.5643 -1.8901 4.0611 -0.3 0.5 -0.2
H 5.1042 -0.9061 4.4514 0.2 0.0 -0.1
C -5.6048 5.5534 6.1603 -0.2 -0.2 0.2
N -4.1924 6.0209 6.1583 1.0 0.1 0.4
O -3.4420 5.5593 7.0259 -0.9 0.9 -1.5
O -3.8768 6.8383 5.2856 -0.2 -1.1 1.2
H -5.7401 4.8412 6.9770 0.2 0.2 -0.2
H -6.2416 6.4289 6.3027 0.1 -0.1 -0.2
H -5.7954 5.0760 5.1969 0.0 0.2 0.1
C -1.4692 -7.9985 1.4626 0.1 0.1 -0.3
N -1.2736 -7.9837 2.9374 -0.2 -0.2 1.2
O -0.2602 -7.4213 3.3683 -1.4 -0.8 -0.2
O -2.1429 -8.5370 3.6208 1.5 1.0 -1.0
H -0.6332 -7.4787 0.9900 -0.2 -0.1 0.2
H -1.5032 -9.0427 1.1451 -0.1 0.2 0.1
H -2.4107 -7.4877 1.2499 0.1 -0.2 0.1
C 5.9454 -4.9070 6.4168 -0.2 -0.3 0.1
N 6.3302 -3.9212 5.3711 0.1 0.4 -0.7
O 5.8974 -4.1102 4.2283 0.8 0.0 1.7
O 7.0560 -2.9854 5.7269 -0.8 -1.4 -0.5
H 5.3095 -5.6713 5.9651 0.2 0.3 0.0
H 6.8643 -5.3504 6.8059 -0.2 0.2 0.0
H 5.4042 -4.3664 7.1962 0.2 -0.1 -0.1
C -10.4727 -4.0747 -5.4381 -0.2 0.3 0.0
N -10.2761 -5.5480 -5.3733 -0.3 -1.1 0.1
O -11.2673 -6.2405 -5.1149 1.7 0.8 -0.4
O -9.1321 -5.9677 -5.5839 -1.7 0.4 0.2
H -11.5214 -3.8488 -5.2337 0.3 -0.2 0.0
H -9.8265 -3.6224 -4.6830 0.0 -0.1 -0.2
H -10.1970 -3.7492 -6.4434 0.1 -0.1 0.2
C 0.2585 5.1482 4.9385 -0.2 -0.3 0.2
N 1.6709 5.6157 4.9365 0.8 0.4 -0.2
O 2.4213 5.1540 5.8041 -0.7 0.7 -1.2
O 1.9865 6.4330 4.0638 -0.3 -1.2 1.5
H 0.1233 4.4360 5.7552 0.1 0.2 -0.2
H -0.3783 6.0237 5.0809 0.1 -0.1 -0.1
H 0.0680 4.6708 3.9750 0.1 0.2 0.1
C 5.3585 6.5752 6.6513 -0.1 -0.2 0.0
N 6.7709 7.0427 6.6493 0.6 0.3 0.0
O 7.5213 6.5811 7.5169 -0.6 0.8 -1.2
O 7.0865 7.8601 5.7766 -0.1 -1.2 1.3
H 5.2233 5.8630 7.4681 0.2 0.2 -0.2
H 4.7217 7.4507 6.7937 0.4 -0.6 -0.3
H 5.1680 6.0978 5.6879 0.0 0.2 0.1
C 3.0202 1.8001 6.7991 0.3 0.0 0.2
N 2.2453 0.9370 5.8673 -0.5 -0.6 -0.6
O 2.7448 -0.1502 5.5553 -0.9 1.4 0.2
O 1.1575 1.3754 5.4755 1.6 -0.8 0.5
H 3.9507 1.2919 7.0603 -0.3 0.0 -0.1
H 3.2259 2.7403 6.2833 -0.2 -0.1 0.1
H 2.4059 1.9606 7.6875 0.0 0.1 -0.3
C 2.2906 10.7173 7.4302 -0.2 0.3 0.0
N 2.4873 9.2440 7.4950 -0.3 -1.1 0.1
O 1.4960 8.5514 7.7534 1.7 0.8 -0.4
O 3.6312 8.8242 7.2844 -1.9 0.9 0.5
H 1.2419 10.9431 7.6346 0.3 -0.2 0.0
H 2.9368 11.1695 8.1854 0.0 -0.1 -0.2
H 2.5664 11.0427 6.4250 0.1 -0.1 0.2
C 9.4579 5.1855 5.1806 0.0 0.3 -0.1
N 10.4186 4.0676 5.3827 0.7 -0.8 0.1
O 11.6224 4.3498 5.3885 -1.6 -0.6 0.0
O 9.9370 2.9382 5.5300 0.9 1.6 -0.2
H 10.0177 6.1161 5.0658 -0.1 -0.3 0.1
H 8.8833 4.9672 4.2781 0.0 -0.1 0.2
H 8.8133 5.2294 6.0610 0.1 -0.1 -0.2

28
Properties=species:S:1:pos:R:3:forces:R:3 method="wB97M-V/def2-TZVPD" total_charge=+1 relative_energy_kcal_mol=47.8 homo_ev=-12.44 gap_ev=7.68 total_energy_ev=-19914.8041 lumo_ev=-4.8
C -3.1549 -0.6995 -0.1716 0.2 0.2 2.8
C -3.5385 -0.2857 -1.5147 0.6 1.6 -0.8
C 2.1510 0.0219 -1.0986 -1.8 -0.5 0.0
C 0.2116 -2.0568 1.4302 -1.0 -2.5 -4.4
C -0.2650 3.1760 -0.2379 2.7 -1.4 -2.5
C 0.6091 0.0275 -1.2761 1.3 1.0 0.9
C 0.3130 -0.6592 1.6908 2.2 3.9 -3.1
C 0.1506 2.1053 0.7929 -3.0 -0.6 0.0
O -3.3313 -1.1063 0.8892 0.3 0.6 -2.6
P -0.4012 0.3916 0.2179 0.4 -0.3 1.3
H -2.7954 -0.7519 -2.2534 -1.3 0.8 0.9
H -3.5528 0.9023 -1.5688 0.5 -2.5 0.2
H -4.5946 -0.5732 -1.6434 0.4 -0.4 -0.2
H 2.6603 -0.3963 -1.9125 0.4 -0.5 -1.8
H 2.5135 1.0026 -0.9966 0.6 1.2 0.7
H 2.4330 -0.6589 -0.3367 0.3 -0.2 1.3
H -0.7316 -2.4762 1.0183 -0.2 0.4 1.1
H 0.8262 -2.3864 0.5344 0.0 0.8 0.9
H 0.5995 -2.6143 2.1801 0.7 -2.0 2.5
H 0.3206 4.0994 -0.2220 -0.1 -0.2 0.4
H -0.0536 2.7847 -1.3652 -0.7 0.9 2.5
H -1.2795 3.3926 -0.1231 -1.6 0.4 -0.1
H 0.2923 -0.8688 -1.7264 -0.6 -1.2 -0.5
H 0.3372 0.8487 -1.9252 -0.1 0.1 -0.5
H 1.4303 -0.4163 1.4630 -1.7 0.0 1.1
H 0.0212 -0.2176 2.6275 -0.3 -0.1 0.3
H -0.5324 2.1533 1.6869 0.6 0.4 -0.6
H 1.1226 2.1434 1.2112 1.2 -0.1 -0.1